Entry 1:
C2H9NSi | the ωB97M-V functional and the def2-TZVPD basis

Positions of all 13 atoms, in Å:
C1 -1.38 -0.34 -0.30
C2 -0.29 -1.23 0.33
N1 1.04 -0.83 -0.01
Si1 1.49 1.36 0.11
H1 -1.05 0.67 0.16
H2 -1.24 -0.28 -1.43
H3 -2.32 -0.62 -0.06
H4 -0.55 -1.01 1.47
H5 -0.53 -2.22 0.20
H6 1.44 -1.09 -0.89
H7 2.66 1.16 -0.77
H8 1.29 1.53 1.68
H9 0.72 2.51 -0.52

Results
Energy relative to the best compared isomer or geometry (same formula, charge and spin), kcal/mol: 81.3
Charge: 0
Highest occupied orbital energy, eV: -8.501
HOMO-LUMO gap, eV: 9.0
E_LUMO, Ha: 0.017
SMILES string: CCN[SiH3]

=====

Entry 2:
C5H31N2O8 | the ωB97M-V functional and the def2-TZVPD basis

Positions of all 46 atoms, in Å:
N1 -0.74 -1.48 2.59
C1 -1.71 -0.56 1.95
C2 -1.33 -0.11 0.52
N2 0.06 0.29 0.35
C3 0.44 0.59 -1.04
C4 1.98 0.47 -1.27
C5 2.69 1.68 -1.85
H1 0.23 -1.12 2.44
H2 -0.94 -1.56 3.58
H3 -0.97 -2.31 2.02
H4 -2.70 -0.99 1.91
H5 -2.02 0.31 2.53
H6 -1.56 -1.04 0.00
H7 -2.01 0.71 0.27
H8 0.11 1.15 0.90
H9 0.22 1.65 -1.19
H10 -0.04 -0.16 -1.65
H11 2.18 -0.39 -1.90
H12 2.44 0.09 -0.34
H13 2.36 1.67 -2.89
H14 3.77 1.59 -1.75
H15 2.35 2.67 -1.54
H16 0.12 3.37 2.56
H17 -1.21 2.63 2.31
O1 -0.39 2.90 1.90
H18 0.65 -1.82 -3.79
H19 -0.91 -1.90 -3.62
O2 -0.08 -2.40 -3.59
H20 1.50 0.00 4.19
H21 0.91 0.56 2.99
O3 0.68 0.45 3.93
H22 -0.20 3.74 -0.54
H23 0.46 4.46 -1.79
O4 0.05 3.64 -1.46
H24 1.74 -0.87 0.94
H25 2.66 -1.48 2.16
O5 1.78 -1.25 1.82
H26 -2.11 -3.29 -0.29
H27 -3.21 -3.58 0.76
O6 -2.28 -3.35 0.66
H28 -0.78 2.28 -2.92
H29 -2.05 2.14 -2.28
O7 -1.59 1.76 -3.04
H30 0.21 -4.22 -1.03
H31 -0.24 -3.28 -2.20
O8 -0.51 -3.65 -1.32

Results
Energy relative to the best compared isomer or geometry (same formula, charge and spin), kcal/mol: 55.8
Charge: +1
Highest occupied orbital energy, eV: -12.262
HOMO-LUMO gap, eV: 9.7
E_LUMO, Ha: -0.094

=====

Entry 3:
C35H48Br2FO8PS | the ωB97M-V functional and the def2-TZVPD basis

Positions of all 96 atoms, in Å:
C1 4.41 -4.47 2.29
C2 3.31 -3.81 1.49
O1 3.73 -2.49 1.10
P1 3.87 -2.14 -0.46
O2 4.24 -3.27 -1.32
C3 2.31 -1.38 -0.92
C4 1.24 -2.45 -1.21
C5 -0.12 -2.30 -0.50
C6 -0.62 -0.89 -0.30
C7 -1.38 -0.29 -1.31
C8 -1.86 1.02 -1.18
C9 -1.59 1.76 -0.03
C10 -2.11 3.17 0.10
C11 -3.59 3.28 0.52
C12 -4.25 2.02 1.04
F1 -3.68 4.28 1.50
C13 -0.86 1.16 1.00
C14 -0.68 1.99 2.25
O3 0.41 2.90 2.06
C15 0.54 3.80 3.09
C16 1.28 3.31 4.30
O4 0.08 4.90 2.99
C17 -0.37 -0.15 0.88
C18 0.34 -0.86 2.01
Br1 1.89 0.12 2.66
C19 -0.69 -1.24 3.12
C20 -1.57 -2.39 2.66
Br2 0.14 -1.77 4.78
C21 -2.71 1.55 -2.29
O5 -2.65 2.68 -2.72
C22 -3.65 0.55 -2.87
C23 -4.94 0.87 -3.25
C24 -5.79 -0.11 -3.74
C25 -7.21 0.24 -4.09
S1 -8.44 -0.85 -3.32
C26 -8.57 -0.07 -1.70
C27 -7.53 -0.53 -0.68
C28 -5.30 -1.41 -3.88
C29 -4.00 -1.73 -3.52
C30 -3.17 -0.75 -3.00
C31 -1.78 -1.03 -2.55
O6 -1.06 -1.80 -3.15
O7 4.96 -0.99 -0.48
C32 4.92 0.05 0.53
C33 5.78 1.22 0.07
H1 5.31 -4.59 1.70
H2 4.07 -5.43 2.69
H3 4.65 -3.84 3.14
H4 2.43 -3.67 2.14
H5 3.00 -4.40 0.63
H6 2.03 -0.67 -0.14
H7 2.53 -0.83 -1.83
H8 1.61 -3.44 -0.95
H9 1.08 -2.49 -2.29
H10 -0.84 -2.85 -1.09
H11 -0.07 -2.83 0.45
H12 -1.52 3.75 0.81
H13 -1.98 3.68 -0.86
H14 -4.16 3.65 -0.34
H15 -5.14 2.31 1.59
H16 -3.61 1.45 1.71
H17 -4.55 1.40 0.19
H18 -0.52 1.37 3.13
H19 -1.57 2.59 2.42
H20 2.18 2.77 4.00
H21 0.66 2.64 4.89
H22 1.55 4.16 4.92
H23 0.77 -1.79 1.65
H24 -1.33 -0.38 3.29
H25 -1.00 -3.29 2.48
H26 -2.33 -2.59 3.40
H27 -2.09 -2.12 1.73
H28 -5.27 1.90 -3.14
H29 -7.43 1.24 -3.72
H30 -7.38 0.20 -5.17
H31 -8.56 1.02 -1.80
H32 -9.57 -0.32 -1.35
H33 -7.49 0.16 0.16
H34 -7.79 -1.51 -0.28
H35 -6.54 -0.60 -1.12
H36 -5.97 -2.17 -4.25
H37 -3.65 -2.75 -3.63
H38 3.89 0.38 0.65
H39 5.28 -0.35 1.48
H40 5.19 2.13 0.11
H41 6.63 1.38 0.73
H42 6.11 1.09 -0.95
C34 10.33 0.67 -1.36
C35 9.32 1.79 -1.18
O8 8.89 1.92 0.17
H43 9.90 -0.28 -1.03
H44 10.62 0.57 -2.41
H45 11.22 0.86 -0.77
H46 8.42 1.60 -1.76
H47 9.74 2.74 -1.53
H48 9.67 2.11 0.71

Results
Charge: 0
Highest occupied orbital energy, eV: -9.028
HOMO-LUMO gap, eV: 8.0
E_LUMO, Ha: -0.039
SMILES string: CCOP(=O)(CCCc1c2c(c(C[C@@H](C)F)c(COC(C)=O)c1[C@@H](Br)[C@@H](C)Br)C(=O)c1cc(CSCC)ccc1C2=O)OCC.CCO

=====

Entry 4:
C4H12 | the ωB97M-V functional and the def2-TZVPD basis

Positions of all 16 atoms, in Å:
C1 1.04 0.33 -1.23
C2 0.97 1.77 -1.80
H1 0.33 -0.31 -1.72
H2 2.09 0.05 -1.35
H3 0.95 0.31 -0.15
H4 -0.04 2.16 -1.57
H5 1.24 1.78 -2.84
H6 1.51 2.45 -1.13
C3 -1.28 -1.29 0.81
C4 -0.74 -0.80 2.17
H7 -2.21 -1.84 0.80
H8 -1.37 -0.50 0.06
H9 -0.59 -2.11 0.58
H10 0.32 -0.57 2.12
H11 -1.26 -0.07 2.77
H12 -0.68 -1.74 2.74

Results
Energy relative to the best compared isomer or geometry (same formula, charge and spin), kcal/mol: 14.8
Charge: 0
Highest occupied orbital energy, eV: -11.428
HOMO-LUMO gap, eV: 12.5
E_LUMO, Ha: 0.041
SMILES string: CC.CC

=====

Which formula does entry 3 have?
C35H48Br2FO8PS